The following is a DFT calculation (ωB97M-V/def2-TZVPD) of a structure of composition C27H44B2CaF17N8O9S3.

Values from the calculation:
**Gap between HOMO and LUMO**: 5.147 eV
**HOMO level**: -8.9 eV

```
! wB97M-V def2-TZVPD RIJCOSX def2/J DEFGRID3
* xyz 1 1
C -1.45 17.11 -10.64
H -8.00 23.16 -2.07
C -0.82 18.08 -12.82
C -8.59 16.66 -0.66
H 0.13 17.62 -13.09
H -6.42 19.38 -5.63
H -3.11 16.98 -6.38
H -8.58 15.65 -0.29
H -9.29 17.11 -3.89
F -5.80 16.08 -2.64
H -12.24 21.58 -6.76
H -10.28 22.93 -8.59
C -5.16 20.88 -1.23
S -2.11 16.19 0.56
H -2.36 21.38 -4.20
C -8.61 19.26 -7.94
F -1.81 18.70 -0.47
B -5.15 17.19 -3.17
N -9.59 21.23 -7.57
H -7.13 15.46 1.16
F -1.67 18.31 -4.15
N -1.05 18.14 -11.40
O -0.68 16.00 0.65
C -3.44 21.34 -4.31
B -6.08 13.55 -1.19
H -6.10 18.94 -7.30
N -8.65 17.14 -1.91
C -8.45 21.17 -6.88
O -3.93 14.05 -4.56
H -9.70 15.66 -2.98
H -12.52 22.87 -8.03
C -11.95 21.99 -7.72
H -2.82 18.42 -7.27
C -9.72 19.99 -8.16
O -1.99 12.99 -5.57
C -2.36 17.45 -6.99
N -8.09 17.58 0.15
N -5.40 22.21 -1.48
S -3.35 13.45 -5.76
H -1.21 19.49 -8.46
Ca -3.83 14.87 -2.46
F -7.38 14.06 -1.40
F -4.14 17.55 -2.29
N -1.58 17.55 -9.40
C -2.31 18.09 0.64
F -5.88 18.29 -3.66
F -5.44 13.12 -2.35
C -4.24 20.45 -2.11
N -4.20 21.43 -3.09
O -1.88 15.72 -3.20
H -8.05 15.91 -3.48
H -4.89 23.45 -3.14
H -5.94 24.16 -0.90
H -8.20 19.06 -2.74
H -2.88 16.08 -8.58
C -1.18 18.84 -9.32
H -3.76 19.50 -2.33
H -8.32 23.61 -0.35
C -7.72 17.42 1.59
H -3.55 20.37 -4.79
C -6.69 16.33 1.64
C -0.41 17.86 -3.97
H -5.84 20.63 -6.79
H -6.36 16.33 2.68
F -3.62 18.38 0.75
H -1.24 16.03 -8.06
F -1.56 18.58 1.63
C -4.26 11.80 -6.02
H -8.18 21.99 -0.82
H -7.39 19.54 -0.09
O -2.72 15.84 -0.75
C -6.26 23.13 -0.73
O -3.57 14.20 -6.99
F -5.33 14.63 -0.60
H -5.51 20.43 -0.31
H -0.40 20.12 -10.98
C -6.46 19.74 -6.66
H -0.76 19.07 -13.28
F 0.18 18.59 -3.05
H -5.86 16.65 1.00
O 0.34 15.96 -2.21
H -3.69 22.17 -4.97
O -2.83 15.64 1.68
C -7.74 22.98 -1.03
H -10.54 19.70 -8.79
F 0.21 17.96 -5.14
H -1.63 17.53 -13.30
H -8.29 18.27 -8.23
H -1.46 16.05 -10.84
F -3.79 11.29 -7.16
F -6.14 12.53 -0.25
H -6.08 22.94 0.33
C -2.05 16.72 -8.29
C -7.80 18.68 -0.59
F -4.49 16.56 -4.23
H -7.48 18.41 1.97
H -8.09 21.97 -6.26
S -0.45 16.01 -3.42
F -5.58 11.97 -6.15
H -8.65 17.22 2.12
F -4.03 10.94 -5.06
C -4.80 22.52 -2.62
C -10.46 22.38 -7.66
N -7.84 20.00 -7.08
C -0.77 19.20 -10.57
C -8.20 18.46 -1.85
H -10.26 23.12 -6.88
H -1.49 17.82 -6.47
C -8.94 16.43 -3.12
O 0.11 15.29 -4.54
H -12.04 21.40 -8.63
*
```